No. 1
# C5H12N

An isolated ion of composition C5H12N and charge +1 in a non-equilibrium geometry (ωB97M-V with the def2-TZVPD basis set, the OMol25 dataset).

Cartesian coordinates (Å):
1 C 1.06 -1.08 -1.59
2 C 0.65 0.18 -1.19
3 C 1.14 0.97 0.06
4 C 0.36 0.55 1.25
5 C -1.14 0.39 1.06
6 N -1.60 -0.81 0.21
7 H 1.99 -1.52 -1.18
8 H 0.46 -1.70 -2.30
9 H -0.17 0.51 -1.93
10 H 1.04 2.05 -0.32
11 H 2.23 0.86 0.14
12 H 0.68 -0.43 1.90
13 H 0.58 1.41 2.01
14 H -1.75 0.44 2.03
15 H -1.40 1.18 0.48
16 H -2.45 -0.63 -0.19
17 H -1.59 -1.59 0.85
18 H -0.91 -0.99 -0.54

As for the lowest unoccupied orbital energy: -3.322 eV. As for the SMILES: C=CCCC[NH3+]. For the energy above the lowest of the compared OMol25 structures with the same formula, charge and spin, the calculation gives 58.15 kcal/mol. The multiplicity is 1. The HOMO energy is -13.93 eV. As for the charge: +1. The frontier orbital gap comes out at 10.6 eV.

No. 2
# C5H12N

A 2-piece molecular cluster, C5H12N overall in a non-equilibrium geometry (ωB97M-V with the def2-TZVPD basis set, the OMol25 dataset).

Cartesian coordinates (Å):
1 C -1.35 -2.06 -1.10
2 C -0.84 -1.06 -1.74
3 C -1.24 1.51 0.22
4 C 2.04 0.20 0.84
5 C -0.10 0.75 -0.35
6 N 0.60 -0.10 0.66
7 H -1.68 -2.94 -1.64
8 H -1.51 -2.11 -0.03
9 H -0.63 -0.75 -2.73
10 H -1.63 2.21 -0.52
11 H -2.06 0.86 0.52
12 H -0.93 2.09 1.09
13 H 2.55 0.11 -0.11
14 H 2.16 1.22 1.22
15 H 2.48 -0.50 1.55
16 H 0.58 1.26 -1.01
17 H 0.49 -1.08 0.39
18 H 0.11 0.02 1.56

As for the lowest unoccupied orbital energy (alpha / beta): -3.137 / -5.896 eV. For the energy above the lowest of the compared OMol25 structures with the same formula, charge and spin, the calculation gives 35.46 kcal/mol. The multiplicity is 3. The HOMO energy (alpha / beta) is -11.11 / -14.34 eV. As for the charge: +1. The frontier orbital gap (alpha / beta) comes out at 8.0 / 8.4 eV.

No. 3
# C5H12N2

A 3-piece molecular cluster, C5H12N2 overall in a non-equilibrium geometry (ωB97M-V with the def2-TZVPD basis set, the OMol25 dataset).

Cartesian coordinates (Å):
1 C 1.76 -0.52 -0.84
2 C -0.24 1.65 0.08
3 C -2.87 0.28 0.04
4 C 2.49 -0.59 0.45
5 N -0.60 0.39 -0.56
6 C -0.47 -0.76 -0.13
7 N -0.59 -1.98 0.00
8 H -1.36 -2.41 0.50
9 H 1.90 0.36 -1.46
10 H 1.63 -1.43 -1.41
11 H -0.28 1.59 1.17
12 H -0.94 2.41 -0.26
13 H 0.76 1.95 -0.23
14 H -2.91 0.38 1.12
15 H -3.27 -0.64 -0.36
16 H -3.10 1.18 -0.51
17 H 3.55 -0.83 0.30
18 H 2.08 -1.38 1.09
19 H 2.46 0.35 1.00

As for the lowest unoccupied orbital energy (alpha / beta): 0.845 / 0.818 eV. For the energy above the lowest of the compared OMol25 structures with the same formula, charge and spin, the calculation gives 142.42 kcal/mol. The multiplicity is 1. The HOMO energy (alpha / beta) is -7.50 / -7.41 eV. The frontier orbital gap (alpha / beta) comes out at 8.3 / 8.2 eV.

No. 4
# C5H12N2

A 2-piece molecular cluster, C5H12N2 overall in a non-equilibrium geometry (ωB97M-V with the def2-TZVPD basis set, the OMol25 dataset).

Cartesian coordinates (Å):
1 H 0.09 1.79 -1.32
2 N -0.27 0.87 -1.57
3 C -0.66 0.16 -0.59
4 C -1.23 -1.19 -0.90
5 C -1.22 0.83 0.74
6 C -2.06 0.28 1.62
7 H -2.31 -1.13 -1.04
8 H -1.04 -1.88 -0.08
9 H -0.80 -1.56 -1.83
10 H -0.98 1.89 0.83
11 H -2.38 -0.75 1.54
12 H -2.41 0.81 2.49
13 C 2.58 0.31 -0.23
14 N 1.65 -0.56 0.48
15 H 3.53 -0.21 -0.37
16 H 2.75 1.21 0.38
17 H 2.21 0.64 -1.21
18 H 1.56 -1.46 0.00
19 H 0.98 -0.03 1.06

As for the lowest unoccupied orbital energy: 0.945 eV. As for the SMILES: [H]/N=C(/C)C=C.CN. For the energy above the lowest of the compared OMol25 structures with the same formula, charge and spin, the calculation gives 54.48 kcal/mol. The multiplicity is 1. The HOMO energy is -8.66 eV. The frontier orbital gap comes out at 9.6 eV.

No. 5
# C5H12N2

One molecule with the formula C5H12N2 (ωB97M-V with the def2-TZVPD basis set, the OMol25 dataset).

Cartesian coordinates (Å):
1 C -2.65 -0.68 -0.42
2 C -1.93 0.22 0.57
3 C -0.69 0.91 -0.01
4 C 0.42 -0.07 -0.36
5 N 1.59 0.66 -0.83
6 C 2.71 0.43 -0.31
7 N 2.97 -0.55 0.72
8 H -2.02 -1.52 -0.73
9 H -3.55 -1.13 0.00
10 H -2.93 -0.13 -1.33
11 H -2.60 1.00 0.93
12 H -1.63 -0.36 1.45
13 H -0.32 1.63 0.74
14 H -0.97 1.47 -0.91
15 H 0.11 -0.75 -1.15
16 H 0.69 -0.70 0.49
17 H 3.64 0.92 -0.62
18 H 3.52 -0.10 1.43
19 H 3.62 -1.24 0.33

As for the lowest unoccupied orbital energy: 0.976 eV. As for the SMILES: CCCC/N=C\N. For the energy above the lowest of the compared OMol25 structures with the same formula, charge and spin, the calculation gives 20.99 kcal/mol. The multiplicity is 1. The HOMO energy is -9.44 eV. The frontier orbital gap comes out at 10.4 eV.

No. 6
# C5H12N2

One molecule with the formula C5H12N2 (ωB97M-V with the def2-TZVPD basis set, the OMol25 dataset).

Cartesian coordinates (Å):
1 C 1.15 -0.33 -0.25
2 C 0.53 -0.73 0.99
3 C 2.37 0.55 -0.26
4 C -1.96 -0.90 -0.23
5 C -1.14 0.27 0.26
6 N -0.17 0.75 -0.80
7 N -1.62 1.27 0.93
8 H 1.14 -1.07 -1.04
9 H 0.04 1.72 -0.55
10 H -0.57 0.75 -1.74
11 H -2.44 1.00 1.47
12 H 0.29 -1.77 1.12
13 H 0.84 -0.21 1.89
14 H 3.24 -0.06 0.01
15 H 2.56 0.99 -1.24
16 H 2.29 1.35 0.48
17 H -2.74 -0.54 -0.92
18 H -2.45 -1.38 0.61
19 H -1.36 -1.66 -0.74

As for the lowest unoccupied orbital energy: 0.833 eV. For the energy above the lowest of the compared OMol25 structures with the same formula, charge and spin, the calculation gives 81.60 kcal/mol. The multiplicity is 1. The HOMO energy is -6.81 eV. The frontier orbital gap comes out at 7.6 eV.

No. 7
# C5H12N2

A 2-piece molecular cluster, C5H12N2 overall (ωB97M-V with the def2-TZVPD basis set, the OMol25 dataset).

Cartesian coordinates (Å):
1 C -0.09 -2.02 -0.48
2 C -1.13 -0.96 -0.49
3 N -1.14 -0.05 -1.35
4 C -2.13 0.98 -1.31
5 H 0.62 -1.82 0.32
6 H -0.54 -3.00 -0.30
7 H 0.44 -2.03 -1.43
8 H -1.87 -1.01 0.33
9 H -2.67 0.98 -2.26
10 H -2.85 0.87 -0.48
11 H -1.62 1.94 -1.21
12 C 1.82 0.91 0.34
13 C 1.08 0.96 1.62
14 N 1.92 -0.18 1.29
15 H 1.28 0.66 -0.57
16 H 2.66 1.57 0.20
17 H 1.40 1.65 2.38
18 H 0.02 0.75 1.61
19 H 2.80 -0.20 1.80

As for the lowest unoccupied orbital energy: 1.202 eV. As for the SMILES: C/C=N/C.C1CN1. For the energy above the lowest of the compared OMol25 structures with the same formula, charge and spin, the calculation gives 51.12 kcal/mol. The multiplicity is 1. The HOMO energy is -9.35 eV. The frontier orbital gap comes out at 10.6 eV.

No. 8
# C5H12N2

One molecule with the formula C5H12N2 in a non-equilibrium geometry (ωB97M-V with the def2-TZVPD basis set, the OMol25 dataset).

Cartesian coordinates (Å):
1 C -2.01 -1.07 0.66
2 C -0.66 -1.28 0.60
3 N -0.01 -2.24 1.32
4 C 0.09 -0.52 -0.50
5 C 0.76 0.90 -0.23
6 C -0.18 2.06 -0.42
7 N 2.05 1.02 -0.95
8 H -2.73 -1.61 1.25
9 H -2.29 -0.33 -0.09
10 H -0.47 -2.58 2.15
11 H 0.95 -2.05 1.55
12 H 0.96 -1.18 -0.54
13 H -0.51 -0.38 -1.40
14 H 0.98 0.76 0.83
15 H 0.32 3.03 -0.46
16 H -0.90 2.07 0.40
17 H -0.64 2.10 -1.41
18 H 1.87 1.23 -1.92
19 H 2.42 0.08 -0.83

As for the lowest unoccupied orbital energy: 0.965 eV. As for the SMILES: C=C(N)C[C@H](C)N. For the energy above the lowest of the compared OMol25 structures with the same formula, charge and spin, the calculation gives 34.99 kcal/mol. The multiplicity is 1. The HOMO energy is -8.05 eV. The frontier orbital gap comes out at 9.0 eV.

No. 9
# C5H12N2

One molecule with the formula C5H12N2 in a non-equilibrium geometry (ωB97M-V with the def2-TZVPD basis set, the OMol25 dataset).

Cartesian coordinates (Å):
1 N -2.73 0.93 1.73
2 C -2.09 0.85 0.49
3 C -0.82 0.47 0.33
4 C 0.14 0.73 -0.79
5 C 0.85 -0.45 -1.45
6 C 1.39 -1.50 -0.51
7 N 1.94 -0.88 0.68
8 H -2.12 0.97 2.52
9 H -3.47 1.60 1.85
10 H -2.72 1.21 -0.32
11 H -0.34 0.12 1.24
12 H -0.32 1.39 -1.54
13 H 0.87 1.42 -0.36
14 H 1.67 -0.13 -2.10
15 H 0.17 -0.77 -2.26
16 H 0.59 -2.20 -0.24
17 H 2.09 -2.13 -1.04
18 H 2.52 -0.09 0.44
19 H 2.38 -1.53 1.31

As for the lowest unoccupied orbital energy: 1.166 eV. As for the SMILES: N/C=C/CCCN. For the energy above the lowest of the compared OMol25 structures with the same formula, charge and spin, the calculation gives 30.95 kcal/mol. The multiplicity is 1. The HOMO energy is -7.68 eV. The frontier orbital gap comes out at 8.8 eV.

No. 10
# C5H12N2

One molecule with the formula C5H12N2 in a non-equilibrium geometry (ωB97M-V with the def2-TZVPD basis set, the OMol25 dataset).

Cartesian coordinates (Å):
1 C -0.90 1.16 2.05
2 C -1.57 1.74 0.77
3 C -0.79 1.30 -0.51
4 C -0.61 -0.30 -0.69
5 N 0.45 -0.86 0.24
6 C 1.45 -1.58 -0.30
7 N 2.09 -1.52 -1.53
8 H 0.14 1.20 1.95
9 H -1.22 1.49 3.10
10 H -1.17 0.03 2.11
11 H -2.59 1.31 0.71
12 H -1.57 2.86 0.92
13 H 0.21 1.58 -0.27
14 H -0.94 1.77 -1.48
15 H -0.49 -0.53 -1.81
16 H -1.57 -0.88 -0.40
17 H 1.98 -2.44 0.26
18 H 1.36 -1.21 -2.26
19 H 2.54 -2.40 -1.73

As for the lowest unoccupied orbital energy: 0.872 eV. As for the SMILES: CCCC/N=C\N. For the energy above the lowest of the compared OMol25 structures with the same formula, charge and spin, the calculation gives 52.95 kcal/mol. The multiplicity is 1. The HOMO energy is -8.81 eV. The frontier orbital gap comes out at 9.7 eV.

No. 11
# C5H12N2

One molecule with the formula C5H12N2 in a non-equilibrium geometry (ωB97M-V with the def2-TZVPD basis set, the OMol25 dataset).

Cartesian coordinates (Å):
1 C 0.85 -0.01 -0.05
2 C 0.82 0.81 -1.28
3 C -1.17 1.05 0.89
4 C -1.33 -1.39 -0.28
5 C -0.53 -0.39 0.60
6 N 1.88 0.15 0.98
7 N 1.91 -0.99 0.12
8 H 1.76 0.77 -1.90
9 H 0.57 1.89 -1.30
10 H 0.09 0.48 -2.08
11 H -1.30 1.70 0.01
12 H -0.35 1.63 1.41
13 H -2.01 0.94 1.63
14 H -2.14 -0.77 -0.78
15 H -1.97 -2.07 0.29
16 H -0.74 -1.89 -1.07
17 H -0.41 -0.89 1.64
18 H 2.56 0.82 0.59
19 H 1.51 -1.86 0.58

As for the lowest unoccupied orbital energy (alpha / beta): 0.626 / -3.742 eV. For the energy above the lowest of the compared OMol25 structures with the same formula, charge and spin, the calculation gives 103.83 kcal/mol. The multiplicity is 3. The HOMO energy (alpha / beta) is -2.85 / -11.22 eV. The frontier orbital gap (alpha / beta) comes out at 3.5 / 7.5 eV.

No. 12
# C5H12N2

C5H12N2 as an isolated structure in a non-equilibrium geometry (ωB97M-V with the def2-TZVPD basis set, the OMol25 dataset).

Cartesian coordinates (Å):
1 C -0.22 -0.34 -1.02
2 C -1.63 0.01 -1.02
3 C 1.12 -0.67 3.29
4 C -0.04 -0.20 -2.45
5 C -0.54 2.25 -1.80
6 N 1.10 -1.04 2.18
7 N -0.69 0.84 -1.68
8 H -2.20 -0.56 -1.70
9 H -2.14 0.24 -0.06
10 H 0.53 -0.10 3.95
11 H 2.02 -1.38 4.44
12 H 2.78 -1.51 4.77
13 H 0.38 -0.50 -0.02
14 H -0.54 -0.72 -3.32
15 H 0.96 -0.01 -2.77
16 H -1.07 3.02 -1.19
17 H 0.47 2.49 -1.70
18 H -0.88 2.61 -2.86
19 H 1.85 -1.48 1.68

As for the lowest unoccupied orbital energy: -10.408 eV. For the energy above the lowest of the compared OMol25 structures with the same formula, charge and spin, the calculation gives 162.43 kcal/mol. The multiplicity is 1. The HOMO energy is -19.04 eV. As for the charge: +2. The frontier orbital gap comes out at 8.6 eV.

What did the ninth record say?
# C5H12N2

One molecule with the formula C5H12N2 in a non-equilibrium geometry (ωB97M-V with the def2-TZVPD basis set, the OMol25 dataset).

Cartesian coordinates (Å):
1 N -2.73 0.93 1.73
2 C -2.09 0.85 0.49
3 C -0.82 0.47 0.33
4 C 0.14 0.73 -0.79
5 C 0.85 -0.45 -1.45
6 C 1.39 -1.50 -0.51
7 N 1.94 -0.88 0.68
8 H -2.12 0.97 2.52
9 H -3.47 1.60 1.85
10 H -2.72 1.21 -0.32
11 H -0.34 0.12 1.24
12 H -0.32 1.39 -1.54
13 H 0.87 1.42 -0.36
14 H 1.67 -0.13 -2.10
15 H 0.17 -0.77 -2.26
16 H 0.59 -2.20 -0.24
17 H 2.09 -2.13 -1.04
18 H 2.52 -0.09 0.44
19 H 2.38 -1.53 1.31

As for the lowest unoccupied orbital energy: 1.166 eV. As for the SMILES: N/C=C/CCCN. For the energy above the lowest of the compared OMol25 structures with the same formula, charge and spin, the calculation gives 30.95 kcal/mol. The multiplicity is 1. The HOMO energy is -7.68 eV. The frontier orbital gap comes out at 8.8 eV.